No. 1
{"formula": "C5H8S", "method": "ωB97M-V/def2-TZVPD", "elements": ["C", "C", "C", "C", "C", "S", "H", "H", "H", "H", "H", "H", "H", "H"], "xyz": [[-1.710, -0.374, -0.018], [0.986, -0.234, -0.040], [1.911, -1.129, 0.443], [-0.687, 0.448, -0.142], [-0.469, 1.916, -0.259], [-1.610, -2.130, 0.250], [-2.649, -0.029, -0.263], [1.409, 0.193, -0.966], [-0.368, -2.077, 0.755], [1.726, -1.923, 1.295], [2.813, -1.193, -0.110], [-0.543, 2.012, -1.368], [0.466, 2.175, 0.215], [-1.274, 2.344, 0.208]], "atomic_forces_ev_per_a": [[1.83, -0.89, -0.24], [-0.83, -0.13, -1.54], [-3.64, -0.38, 1.67], [5.07, -2.80, 2.42], [0.10, -2.14, -2.20], [-0.11, 0.54, 0.11], [-2.23, 0.67, -0.19], [-0.16, 0.37, 0.48], [-0.19, -0.15, -0.11], [0.48, 1.90, -1.61], [0.83, -0.10, -0.12], [0.57, 1.08, 0.74], [0.14, 0.34, -0.34], [-1.86, 1.70, 0.94]], "e_tot_ha": -593.36557, "smiles": "C=C/C(C)=C\\S", "multiplicity": 1, "homo_lumo_gap_ev": 9.44, "total_charge": 0, "relative_energy_kj_mol": 322.0}



No. 2
{"formula": "C5H8S", "method": "ωB97M-V/def2-TZVPD", "elements": ["C", "C", "C", "C", "C", "H", "H", "H", "H", "H", "H", "H", "H", "S"], "xyz": [[1.939, 0.979, 0.046], [1.000, -0.151, -0.430], [-0.089, -0.617, 0.489], [-1.431, -0.811, -0.171], [-2.508, -0.038, 0.056], [1.985, 1.002, 1.155], [2.943, 0.816, -0.389], [1.591, 1.964, -0.326], [0.651, -0.028, -1.487], [-0.080, -0.131, 1.511], [-1.434, -1.761, -0.792], [-3.472, -0.350, -0.247], [-2.328, 0.882, 0.504], [1.234, -1.757, 0.081]], "atomic_forces_ev_per_a": [[-0.06, -0.24, -0.35], [-0.17, 3.04, -1.26], [-0.45, 1.40, 0.13], [-0.29, -1.38, 0.25], [1.98, -2.02, -0.89], [0.13, -0.07, -0.70], [-0.38, 0.11, 0.42], [0.03, -0.53, 0.27], [0.44, -0.10, 0.92], [-0.01, -0.83, -1.25], [-0.48, 1.21, 0.81], [-0.80, 0.11, -0.57], [-0.22, 1.45, 1.22], [0.27, -2.14, 1.00]], "e_tot_ha": -593.43911, "smiles": "C=C[C@H]1S[C@@H]1C", "multiplicity": 1, "homo_lumo_gap_ev": 9.89, "total_charge": 0, "relative_energy_kj_mol": 129.0}



No. 3
{"formula": "C5H8S2", "method": "ωB97M-V/def2-TZVPD", "elements": ["C", "C", "C", "C", "C", "H", "H", "H", "H", "H", "H", "H", "H", "S", "S"], "xyz": [[-1.187, 0.815, 2.121], [-1.731, 0.642, 0.684], [-0.521, 0.816, -0.206], [-0.378, 2.079, -0.831], [0.487, -0.212, -0.469], [-0.598, -0.111, 2.204], [-0.714, 1.702, 2.487], [-1.951, 0.602, 2.761], [-2.061, -0.409, 0.601], [-2.416, 1.454, 0.504], [0.723, 2.349, -1.317], [-1.122, 2.875, -0.650], [-1.366, -1.426, -1.918], [-0.210, -1.788, -0.612], [2.053, -0.204, -0.168]], "atomic_forces_ev_per_a": [[0.87, -2.20, -1.46], [1.83, 0.02, 0.56], [-0.11, 5.14, -2.80], [2.92, -2.18, 0.95], [-1.29, -0.43, 1.26], [0.76, 0.66, 0.57], [0.56, 0.54, -0.60], [-2.43, -0.33, 1.96], [-0.64, 0.87, 0.01], [-0.69, -0.26, -0.54], [-3.31, -0.71, 1.02], [0.57, -0.53, -0.34], [2.38, -0.77, 3.09], [-2.60, -0.43, -3.69], [1.19, 0.60, 0.01]], "e_tot_ha": -991.55192, "multiplicity": 1, "homo_lumo_gap_ev": 7.75, "total_charge": 0, "relative_energy_kj_mol": 352.7}



No. 4
{"formula": "C5H8S2", "method": "ωB97M-V/def2-TZVPD", "elements": ["C", "C", "C", "C", "C", "H", "H", "H", "H", "H", "H", "H", "H", "S", "S"], "xyz": [[-0.791, 0.168, 0.075], [0.177, -0.708, 1.031], [1.343, -1.034, 0.041], [0.223, 1.131, -0.502], [-1.181, 1.588, -0.144], [-0.668, -1.058, -1.746], [-0.385, -1.571, 1.370], [0.534, -0.220, 1.857], [1.210, -2.049, -0.296], [2.331, -0.960, 0.462], [0.790, 1.458, 0.334], [-2.079, 1.754, -0.729], [-1.034, 2.297, 0.682], [-1.777, -0.920, -1.015], [1.308, 0.123, -1.420]], "atomic_forces_ev_per_a": [[0.43, -1.26, 1.74], [-1.97, -0.08, -2.96], [-0.51, -0.33, 0.05], [-1.02, -0.21, -0.72], [0.04, 0.86, 1.24], [0.01, -0.50, -0.71], [0.24, -0.37, -0.12], [0.74, 1.63, 2.04], [0.11, -0.35, -0.45], [0.24, 0.08, 0.49], [0.57, 0.48, 0.56], [0.43, -0.01, -0.32], [-0.50, -0.15, -0.37], [0.73, 0.55, 0.40], [0.45, -0.34, -0.85]], "e_tot_ha": -991.56599, "smiles": "S[C@@]12CCS[C@H]1C2", "multiplicity": 1, "homo_lumo_gap_ev": 9.50, "total_charge": 0, "relative_energy_kj_mol": 315.8}



No. 5
{"formula": "C5H8S3", "method": "ωB97M-V/def2-TZVPD", "elements": ["C", "C", "C", "C", "C", "H", "H", "H", "H", "H", "H", "H", "H", "S", "S", "S"], "xyz": [[-3.371, -0.046, -0.166], [-0.832, 1.038, -0.081], [0.505, 0.625, -0.363], [2.297, -0.976, 0.536], [-0.055, 0.097, 0.873], [-4.096, 0.834, 0.231], [-3.004, -0.746, 0.573], [-4.084, -0.554, -0.754], [-1.110, 1.964, 0.477], [0.460, -0.036, -1.126], [2.771, -1.656, -0.108], [2.926, -0.877, 1.385], [0.117, 0.601, 1.815], [-1.997, 0.419, -1.233], [2.351, 0.914, -0.135], [0.569, -1.580, 0.912]], "atomic_forces_ev_per_a": [[-1.24, 2.35, 0.97], [-1.95, 1.09, 1.61], [3.59, 2.65, 1.41], [-0.62, 2.06, 0.05], [-0.36, -0.93, 0.57], [2.30, -1.71, -0.40], [-0.14, 0.21, 0.55], [-0.50, -0.94, -1.09], [0.34, -0.77, -0.62], [0.03, -2.22, -2.16], [0.44, -0.72, -1.28], [0.18, -0.11, 1.09], [0.33, 0.27, -0.22], [-0.96, 0.17, -0.68], [-1.71, -1.80, 0.23], [0.27, 0.41, -0.03]], "e_tot_ha": -1389.74323, "smiles": "CSC1[C@H]2SCS[C@H]12", "multiplicity": 1, "homo_lumo_gap_ev": 9.13, "total_charge": 0, "relative_energy_kj_mol": 321.2}



No. 6
{"formula": "C5H9AlMgO4", "method": "ωB97M-V/def2-TZVPD", "elements": ["O", "C", "C", "O", "C", "C", "O", "C", "Mg", "H", "H", "H", "H", "H", "H", "H", "H", "Al", "O", "H"], "xyz": [[2.193, -0.639, 0.355], [1.935, -1.963, 0.373], [0.760, -2.561, 0.111], [-0.460, -2.011, -0.106], [-0.628, -0.854, -0.979], [-1.702, 0.020, -0.393], [-1.026, 1.048, 0.391], [-1.852, 2.031, 0.975], [0.833, 0.667, -0.402], [2.781, -2.620, 0.602], [0.741, -3.655, 0.125], [-0.952, -1.231, -1.959], [-2.400, -0.502, 0.284], [-2.275, 0.530, -1.184], [-1.208, 2.733, 1.516], [-2.420, 2.570, 0.201], [-2.558, 1.564, 1.678], [3.226, 0.568, 0.296], [2.440, 1.770, -0.645], [2.573, 2.535, -1.239]], "atomic_forces_ev_per_a": [[-3.30, -1.42, -0.12], [-0.41, -2.11, -0.39], [0.59, -0.66, -0.45], [0.25, 2.41, -0.56], [-1.93, -2.93, 1.21], [-0.71, 0.84, 0.30], [1.71, -1.01, -0.92], [-1.04, 1.05, 0.61], [-1.92, 0.79, -0.18], [-0.30, 0.39, 0.02], [-0.10, 0.37, 0.29], [1.20, 0.21, -0.30], [0.33, -0.16, -0.34], [0.16, -0.24, 0.15], [-0.19, -0.22, -0.15], [0.22, -0.17, 0.21], [0.28, 0.10, -0.20], [6.15, 3.06, 0.82], [-1.21, 0.09, -0.59], [0.24, -0.39, 0.58]], "e_tot_ha": -938.75830, "multiplicity": 1, "homo_lumo_gap_ev": [7.89, 5.38], "total_charge": 2}



No. 7
{"formula": "C5H9AlO3", "method": "ωB97M-V/def2-TZVPD", "elements": ["O", "C", "C", "H", "H", "H", "O", "C", "C", "O", "C", "Al", "H", "H", "H", "H", "H", "H"], "xyz": [[-1.170, 1.881, 0.119], [-1.292, 0.831, -0.736], [-1.711, -0.388, 0.128], [-0.784, 1.527, -1.875], [-2.698, -0.282, 0.598], [-1.846, -1.219, -0.585], [2.015, 1.638, -0.229], [1.961, 0.515, -0.818], [1.572, -0.626, 0.099], [0.619, -0.154, 1.032], [-0.664, -0.801, 1.162], [0.448, 1.702, 1.002], [2.237, 0.088, -1.798], [2.447, -1.080, 0.588], [1.125, -1.409, -0.538], [-1.012, -0.521, 2.163], [-0.499, -1.886, 1.152], [-0.749, 0.183, -1.463]], "atomic_forces_ev_per_a": [[2.60, -0.42, -0.44], [0.37, 1.76, 1.03], [-2.08, -1.40, -2.58], [-3.06, -1.15, 1.18], [0.29, 0.38, 0.05], [-0.07, 0.00, 0.35], [-1.22, -1.41, -2.22], [0.77, -0.33, 3.15], [-0.36, -1.25, -1.59], [0.50, 1.00, 0.39], [-0.81, -0.67, 0.90], [-0.12, 1.11, -0.16], [0.49, 1.68, -0.36], [0.01, 0.28, -0.03], [-0.02, 0.03, 0.43], [0.17, -0.10, -0.16], [-0.06, 0.33, 0.00], [2.60, 0.13, 0.04]], "e_tot_ha": -663.17947, "multiplicity": 1, "homo_lumo_gap_ev": [7.83, 5.77], "total_charge": 2, "relative_energy_kj_mol": 315.0}



No. 8
{"formula": "C5H9AuF5OS4SbSiTe", "method": "ωB97M-V/def2-TZVPD", "elements": ["Au", "S", "Sb", "S", "S", "S", "F", "Te", "F", "F", "F", "F", "O", "C", "Si", "C", "C", "C", "C", "H", "H", "H", "H", "H", "H", "H", "H", "H"], "xyz": [[0.625, -2.465, 0.045], [4.301, -6.053, 0.587], [2.880, -4.539, 1.476], [2.929, -2.418, 0.273], [0.639, -4.711, 0.571], [2.848, -4.168, 3.701], [-1.909, 0.072, -0.463], [-2.749, -1.629, 0.324], [1.334, 1.020, 1.971], [-3.484, -1.723, -1.418], [-4.464, -0.554, 0.588], [-3.799, -3.247, 0.613], [-1.322, -2.659, -0.439], [0.016, 1.450, -2.125], [0.147, 2.038, -0.371], [-1.399, 2.792, 0.332], [1.560, 3.267, -0.202], [0.776, 0.635, 0.806], [0.729, -0.547, 0.294], [-0.234, 2.289, -2.779], [-0.775, 0.703, -2.181], [0.954, 1.015, -2.474], [-1.665, 3.684, -0.244], [-1.263, 3.094, 1.372], [-2.217, 2.074, 0.263], [1.346, 4.151, -0.808], [2.504, 2.840, -0.544], [1.689, 3.588, 0.833]], "atomic_forces_ev_per_a": [[-0.40, -0.40, 0.02], [0.04, 0.03, -0.04], [-0.10, -0.12, 0.00], [0.11, 0.19, 0.12], [0.09, -0.09, -0.08], [0.03, -0.01, 0.04], [-0.02, -0.05, -0.06], [-0.34, 0.15, 0.21], [0.00, -0.01, -0.11], [0.07, 0.01, 0.13], [0.04, 0.03, -0.04], [-0.02, -0.02, -0.05], [0.26, -0.30, -0.21], [0.01, -0.03, -0.05], [-0.17, -0.14, 0.13], [-0.10, 0.08, -0.03], [0.07, -0.03, 0.02], [0.15, 0.09, -0.15], [0.15, 0.46, 0.18], [-0.02, 0.04, -0.01], [0.04, 0.02, -0.06], [0.03, -0.01, 0.02], [0.02, 0.05, 0.00], [0.02, -0.01, 0.02], [0.07, 0.06, 0.04], [-0.01, 0.03, -0.02], [0.00, -0.01, -0.01], [-0.01, 0.00, 0.01]], "e_tot_ha": -3296.79447, "multiplicity": 1, "homo_lumo_gap_ev": 5.59, "total_charge": -2, "relative_energy_kj_mol": 2.4}



No. 9
{"formula": "C5H9AuO3", "method": "ωB97M-V/def2-TZVPD", "elements": ["O", "C", "C", "H", "H", "H", "O", "C", "C", "O", "C", "Au", "H", "H", "H", "H", "H", "H"], "xyz": [[-1.023, 1.982, 0.070], [-1.385, 0.999, -0.678], [-1.715, -0.269, 0.100], [0.812, 1.066, -2.015], [-2.753, -0.277, 0.462], [-1.724, -1.050, -0.683], [2.004, 1.524, -0.293], [1.710, 0.376, -0.926], [1.577, -0.662, 0.214], [0.576, -0.157, 1.109], [-0.736, -0.731, 1.173], [0.623, 1.749, 1.045], [1.282, -0.307, -1.691], [2.524, -0.904, 0.713], [1.202, -1.602, -0.220], [-1.133, -0.476, 2.163], [-0.623, -1.822, 1.139], [-1.218, 0.562, -1.683]], "atomic_forces_ev_per_a": [[-4.72, -0.88, -5.74], [0.83, -0.76, 4.83], [-0.26, -0.96, -1.86], [-0.16, -0.46, 0.86], [0.15, 0.24, 0.24], [-0.20, 0.11, 0.25], [3.01, -2.23, -5.91], [0.14, 1.39, 4.27], [-1.21, -1.70, -1.50], [0.68, -3.63, 1.29], [-1.33, -0.59, 1.08], [0.98, 5.00, 4.99], [2.08, 0.95, -2.34], [-0.06, 0.61, -0.01], [0.01, -0.01, 0.44], [0.44, 0.00, -0.09], [0.04, 0.28, 0.00], [-0.42, 2.65, -0.79]], "e_tot_ha": -556.14621, "multiplicity": 3, "homo_lumo_gap_ev": [8.06, 7.43], "total_charge": 2, "relative_energy_kj_mol": 620.0}



No. 10
{"formula": "C5H9BN", "method": "ωB97M-V/def2-TZVPD", "elements": ["B", "C", "C", "C", "C", "C", "N", "H", "H", "H", "H", "H", "H", "H", "H", "H"], "xyz": [[0.711, 0.031, -0.496], [0.665, -1.703, -0.202], [-0.458, -1.149, -0.383], [-0.499, 0.985, -0.502], [3.712, -0.115, -0.031], [-2.381, -0.152, 0.791], [-1.534, -0.111, -0.427], [-0.584, 1.637, 0.429], [-0.721, 1.843, -1.303], [3.669, 0.636, 0.682], [3.943, 0.079, -1.093], [3.455, -1.165, 0.290], [-3.005, 0.706, 0.840], [-2.925, -1.029, 0.846], [-1.828, -0.196, 1.717], [-2.221, -0.296, -1.158]], "atomic_forces_ev_per_a": [[2.07, -1.96, 0.36], [0.91, 0.56, -0.19], [-2.04, 2.02, -0.36], [-1.43, 4.20, -0.67], [-1.67, -2.47, -1.69], [0.97, 0.96, 1.24], [0.18, -2.07, 1.15], [0.19, -1.17, -0.77], [0.59, -2.38, 1.20], [0.22, 1.36, 1.10], [0.02, -0.09, 0.92], [0.54, 1.37, -0.49], [-0.61, 0.74, -0.33], [-1.39, -1.84, -0.58], [0.89, 0.34, -0.05], [0.56, 0.42, -0.84]], "e_tot_ha": -274.92318, "multiplicity": 1, "homo_lumo_gap_ev": [6.89, 8.79], "total_charge": 1, "relative_energy_kj_mol": 489.3}